(1)
This record from the OMol25 dataset describes one molecule with the formula C7H14 at a distorted geometry. The level of theory is the ωB97M-V functional and the def2-TZVPD basis.

The geometry in XYZ format:
```
21
Properties=species:S:1:pos:R:3:forces:R:3:lowdin_charge:R:1
C -0.80569 1.69059 0.68618 -0.034 0.048 0.027 -0.07
C -0.67167 0.27331 0.13872 0.838 0.270 -0.338 -0.55
C -1.05545 0.20891 -1.33556 0.031 -0.040 -0.074 -0.07
C -1.21806 -0.79652 0.93780 -0.513 -0.066 0.241 -0.04
C 1.07231 -0.05876 0.24412 -0.561 -0.195 0.400 -0.42
C 1.95164 0.21724 -0.80655 0.471 0.549 -0.705 0.04
C 1.14434 -1.55695 0.36290 -0.602 -0.320 0.383 -0.06
H -0.58163 1.72601 1.75800 -0.014 -0.004 -0.127 0.08
H -0.10348 2.35756 0.16708 -0.090 -0.096 0.083 0.08
H -1.81568 2.09643 0.53950 0.148 -0.146 0.015 0.08
H -2.10798 0.47960 -1.49851 0.187 -0.047 0.139 0.09
H -0.43470 0.89734 -1.92287 -0.092 -0.096 0.083 0.08
H -0.91093 -0.80155 -1.73612 0.000 0.123 0.027 0.08
H -0.01979 -1.63753 0.95232 0.396 -0.238 -0.102 0.08
H -1.41220 -0.60050 1.99353 0.090 -0.077 -0.137 0.08
H -1.91358 -1.50089 0.48161 0.137 0.088 0.065 0.08
H 1.36748 0.42620 1.17967 -0.122 -0.027 -0.103 0.13
H 1.82974 -0.28986 -1.76038 0.014 0.068 0.124 0.06
H 2.73862 0.96850 -0.75022 -0.152 -0.147 -0.011 0.06
H 1.96534 -1.99455 0.93957 -0.154 0.212 -0.115 0.08
H 0.98136 -2.10461 -0.57080 0.021 0.143 0.124 0.08
```
Positions in Å, forces in eV/Å.

Calculated values
HOMO level (alpha / beta)   -7.54 / -7.49 eV
Energy relative to the best compared isomer or geometry (same formula, charge and spin)   107.92 kcal/mol
Strongest force on any atom   1.01 eV Å⁻¹
Frontier orbital gap (alpha / beta)   7.699 / 7.821 eV


(2)
This record from the OMol25 dataset describes C15H22O5 as an isolated structure at a distorted geometry. The level of theory is the ωB97M-V functional and the def2-TZVPD basis.

The geometry in XYZ format:
```
42
Properties=species:S:1:pos:R:3:forces:R:3:lowdin_charge:R:1
C 3.68401 0.13183 3.88598 -1.889 -1.494 0.751 0.03
H 3.16443 1.10831 3.70627 -0.121 -1.104 0.539 0.08
O 3.39826 -0.74424 2.58754 5.579 5.113 1.798 -0.07
C 2.28853 -1.37617 2.72782 -3.051 -2.114 -0.755 -0.61
O 2.39081 -2.15972 3.78082 -3.435 -2.466 6.157 -0.16
C 3.16061 -3.29392 3.88778 0.743 -1.665 -4.477 -0.08
H 4.13799 -2.88102 3.91052 1.656 -0.553 -0.338 0.07
H 3.00910 -4.06189 2.87851 0.560 2.196 2.399 0.16
H 3.10101 -3.99523 4.70219 -1.198 0.529 0.834 0.07
C 1.04560 -0.46979 2.81935 -2.866 -7.117 7.096 -0.10
C 0.96222 0.23241 1.70963 2.921 8.656 -5.805 -0.27
C 0.32678 0.04902 0.46973 3.781 8.805 -1.561 -0.30
C -0.57874 -0.83140 0.23337 -9.473 -11.611 -1.779 -0.34
C -1.59025 -0.85398 -1.01312 8.648 2.830 0.923 0.04
O -0.51298 -0.89756 -2.15948 -3.579 -0.326 4.876 -0.12
C -1.28098 -0.61163 -3.20611 -0.485 -0.965 -6.487 -0.26
C -1.69250 0.95229 -3.49339 -8.799 -14.667 -1.584 -0.25
C -3.00259 1.13005 -3.86879 2.474 1.964 -0.583 -0.07
C -3.43681 2.31402 -4.23725 0.739 5.543 2.850 -0.04
C -2.60555 3.39808 -3.71467 5.614 -9.380 0.617 0.02
C -1.13903 3.10287 -3.38188 -7.491 -1.299 0.680 0.06
C -0.91867 1.73190 -3.05019 9.675 12.191 2.088 -0.13
H 0.08656 1.49621 -2.85997 1.184 -0.686 1.015 0.12
H -0.66620 3.91270 -2.97719 1.945 1.877 0.549 0.06
H -2.71782 4.23597 -4.08414 -1.736 8.757 -2.722 -0.01
H -4.43324 2.61546 -4.51934 -0.177 -0.523 -0.485 0.11
H -3.59996 0.44183 -4.16647 -3.315 -5.548 -1.267 0.06
H -2.14190 -1.47918 -3.55168 1.688 2.499 1.481 0.18
H -0.49149 -0.85148 -3.94603 -0.807 0.475 -1.140 0.12
H -2.34016 -1.51138 -1.05270 -2.037 -3.557 -0.142 0.09
H -2.03311 0.07896 -1.04809 -0.827 2.272 -0.335 0.10
O -1.47133 -1.11349 1.33928 -1.300 2.035 1.131 -0.07
H -1.82360 -0.21633 1.68625 1.068 -2.043 -0.891 0.15
H -0.07674 -1.80932 0.24424 0.049 -0.276 -0.923 0.18
H 0.64926 0.63510 -0.44077 0.514 -1.147 0.912 0.19
O -0.27183 1.00428 1.37294 2.029 1.267 1.223 0.00
H 2.05337 0.96505 1.43240 -3.247 -1.961 1.233 0.24
H -0.04544 -1.11988 3.01091 3.331 1.226 -0.972 0.23
H 1.03272 -0.00674 3.80503 0.482 0.874 -0.321 0.14
H 2.22855 -2.11393 1.96420 -0.446 -0.084 -2.205 0.16
H 4.71449 0.41804 3.90123 0.752 -0.612 -0.254 0.05
H 3.37415 -0.48441 5.04142 0.847 2.087 -4.126 0.20
```
Positions in Å, forces in eV/Å.

Calculated values
HOMO level   -8.98 eV
Energy relative to the best compared isomer or geometry (same formula, charge and spin)   391.12 kcal/mol
Strongest force on any atom   17.18 eV Å⁻¹
Frontier orbital gap   9.766 eV


(3)
This record from the OMol25 dataset describes one molecule with the formula CHN3O3 at a distorted geometry. The level of theory is the ωB97M-V functional and the def2-TZVPD basis.

The geometry in XYZ format:
```
8
Properties=species:S:1:pos:R:3:forces:R:3:lowdin_charge:R:1
C 1.37200 0.48282 -0.02143 -5.897 1.532 0.885 -0.40
N -0.09065 1.30400 0.05015 4.859 1.480 -0.350 0.12
N -0.93680 0.39813 0.05907 -1.330 -3.655 -0.462 -0.02
N -0.54989 -0.87252 -0.02165 0.590 1.189 -0.124 -0.24
O 2.44592 0.93633 0.04194 0.336 -0.285 -0.299 0.17
O 0.90000 -0.78807 -0.02764 0.433 -1.310 -0.025 0.14
O -1.19426 -1.92364 0.04194 0.692 0.552 0.010 0.02
H -1.94633 0.46295 -0.12238 0.317 0.498 0.365 0.21
```
Positions in Å, forces in eV/Å.

Calculated values
HOMO level (alpha / beta)   -8.77 / -8.93 eV
Energy relative to the best compared isomer or geometry (same formula, charge and spin)   56.54 kcal/mol
Strongest force on any atom   6.16 eV Å⁻¹
Frontier orbital gap (alpha / beta)   8.615 / 8.665 eV


(4)
This record from the OMol25 dataset describes a 2-piece molecular cluster, C7H10 overall. The level of theory is the ωB97M-V functional and the def2-TZVPD basis.

The geometry in XYZ format:
```
17
Properties=species:S:1:pos:R:3:forces:R:3:lowdin_charge:R:1
C -0.68054 -1.37881 1.43346 -0.038 0.093 0.204 -0.06
C -0.33745 -1.76031 -0.01543 0.347 -0.269 -0.310 -0.26
C -1.50225 -0.79300 0.35982 -0.112 0.129 0.059 -0.23
C -1.29857 0.62993 0.00029 0.181 0.042 -0.018 -0.08
C -0.08791 1.10230 -0.29455 -0.186 -0.066 0.029 -0.11
C 1.10908 0.19017 -0.40417 0.026 -0.087 -0.078 -0.26
C 0.89202 -1.27809 -0.58379 -0.387 0.214 0.220 0.07
H -1.08350 -2.19065 2.03138 0.061 0.119 -0.129 0.11
H 0.01299 -0.72544 1.95557 -0.091 -0.092 -0.131 0.12
H -0.63982 -2.77507 -0.26844 0.054 0.185 0.059 0.11
H -2.49885 -1.20427 0.21931 0.173 0.051 0.007 0.13
H -2.17146 1.27850 -0.00083 0.129 -0.086 -0.012 0.10
H 0.04988 2.15277 -0.54369 -0.034 -0.175 0.041 0.08
H 2.28422 3.29927 -1.43172 0.024 -0.035 -0.038 0.04
H 1.80759 0.55902 -1.16602 -0.106 -0.090 0.149 0.07
H 1.71534 0.21499 0.52290 -0.042 -0.020 -0.074 0.13
H 2.42924 2.67868 -1.81409 -0.001 0.086 0.022 0.02
```
Positions in Å, forces in eV/Å.

Calculated values
HOMO level   -7.92 eV
Energy relative to the best compared isomer or geometry (same formula, charge and spin)   118.30 kcal/mol
Strongest force on any atom   0.54 eV Å⁻¹
Frontier orbital gap   8.316 eV


(5)
This record from the OMol25 dataset describes a 5-piece molecular cluster, C19H44Br2ClO12S4 overall at a distorted geometry. The level of theory is the ωB97M-V functional and the def2-TZVPD basis.

The geometry in XYZ format:
```
82
Properties=species:S:1:pos:R:3:forces:R:3:lowdin_charge:R:1
C -0.42831 -4.52014 3.77882 0.195 -0.056 -0.922 -0.16
C -1.63352 -4.63921 2.78913 0.247 1.524 1.352 -0.69
Cl -0.91898 -4.81019 1.10188 -0.249 -0.348 0.517 0.52
C -2.52194 -3.34939 2.78164 -0.388 -0.609 -1.443 -0.32
C -3.84172 -3.64779 1.95102 -0.637 -0.362 2.349 -0.31
C -4.94160 -3.83534 3.01133 2.638 -2.563 -2.711 -0.80
Br -5.74711 -2.02495 3.46955 -0.572 0.493 0.496 0.50
C -6.06746 -4.84691 2.62052 -1.059 1.549 2.008 -0.72
C -7.10091 -4.90533 3.83962 0.190 0.117 -1.054 -0.21
Br -5.39215 -6.70882 2.41236 0.030 0.653 -0.256 0.59
H -0.74143 -4.35078 4.83229 0.011 -0.322 -0.705 0.07
H 0.21526 -5.41992 3.65590 -0.352 0.489 0.446 0.06
H 0.19250 -3.64985 3.46381 -0.424 -0.478 0.250 0.06
H -2.27769 -5.50805 3.03953 0.541 0.353 -0.566 0.09
H -1.94956 -2.50656 2.31816 -0.110 -0.581 0.424 0.07
H -2.75039 -3.04598 3.83412 0.143 -0.321 -0.617 0.09
H -3.72404 -4.59158 1.36490 -0.225 0.770 0.299 0.00
H -4.48600 -4.21718 3.95103 -0.822 0.764 -0.067 0.04
H -6.62339 -4.49630 1.72992 0.718 -0.698 0.120 0.09
H -6.62132 -4.46958 4.74211 -0.374 -0.532 -0.519 0.04
H -7.96702 -4.26429 3.55324 0.488 -0.487 0.428 0.06
H -7.42253 -5.95338 3.98709 -0.008 0.690 0.152 0.03
O -2.19138 -0.44774 0.22198 0.340 0.621 -0.185 -0.26
S -0.97749 0.09729 -0.30883 0.020 -0.577 -0.152 0.58
O -0.56284 1.44284 -0.00782 -0.228 -0.194 -0.010 -0.30
O -0.97518 -0.09734 -1.90939 0.304 -0.111 0.456 -0.26
C -2.10339 0.37909 -2.64662 -0.592 0.395 -0.349 -0.26
C -2.05403 1.88298 -2.83879 0.102 0.221 0.216 -0.08
C 0.36109 -1.00115 0.04464 0.076 -0.023 -0.186 -0.12
H -3.03540 0.07237 -2.16536 0.144 -0.064 0.149 0.12
H -2.06729 -0.11249 -3.61968 0.224 -0.155 0.154 0.12
H -2.18618 2.40291 -1.88875 -0.028 -0.039 -0.028 0.07
H -2.84406 2.21148 -3.51693 0.012 -0.096 -0.022 0.08
H -1.08704 2.18808 -3.24414 -0.044 -0.062 -0.079 0.07
H 0.07697 -2.01231 -0.23978 -0.093 0.043 0.064 0.06
H 0.55479 -0.95365 1.11454 -0.137 0.052 -0.004 0.08
H 1.23807 -0.67220 -0.51001 -0.052 0.039 0.006 0.07
O 1.65842 2.91081 -4.45278 0.417 -0.167 0.313 -0.28
S 3.01944 3.28037 -4.17437 0.090 0.588 -0.099 0.59
O 3.97659 2.32508 -3.68959 -0.469 0.048 -0.107 -0.28
O 3.01973 4.55918 -3.19700 0.113 -0.269 -0.628 -0.27
C 2.26695 4.47435 -1.97800 -0.342 -0.170 0.840 -0.26
C 2.99887 3.67825 -0.91432 0.131 -0.244 -0.095 -0.07
C 3.69596 4.08515 -5.59466 -0.039 0.054 0.165 -0.13
H 1.27456 4.05841 -2.16778 0.099 -0.040 -0.153 0.11
H 2.12632 5.49879 -1.63096 0.116 0.049 -0.307 0.12
H 3.06872 2.62570 -1.19075 -0.047 0.036 0.028 0.07
H 2.47493 3.74315 0.04017 -0.048 0.048 -0.068 0.08
H 4.01783 4.04918 -0.78818 -0.062 0.074 0.018 0.08
H 3.00113 4.85143 -5.92899 0.033 -0.009 0.042 0.08
H 3.82925 3.33349 -6.37029 -0.041 -0.070 0.101 0.08
H 4.65447 4.52069 -5.32941 -0.056 -0.010 -0.009 0.05
O 5.69589 6.01072 -6.93029 0.192 0.478 -0.196 -0.28
S 6.92296 6.75117 -7.04765 0.605 -0.200 -0.126 0.60
O 6.93895 8.18592 -7.01422 -0.325 -0.432 -0.019 -0.27
O 7.70733 6.25099 -8.36119 -0.087 -0.003 0.697 -0.26
C 7.00547 6.25307 -9.61027 -0.383 0.196 -0.782 -0.26
C 6.92254 7.64454 -10.20963 -0.085 0.212 0.203 -0.07
C 8.07832 6.14147 -5.85745 0.049 -0.072 -0.085 -0.12
H 6.01205 5.81341 -9.49284 0.066 0.016 0.187 0.11
H 7.56820 5.60298 -10.28099 0.138 -0.067 0.288 0.12
H 6.28390 8.29341 -9.60903 0.008 -0.033 -0.032 0.07
H 6.50959 7.60258 -11.21870 0.038 -0.086 0.020 0.08
H 7.90989 8.10715 -10.24792 -0.006 -0.079 -0.060 0.08
H 8.11099 5.05631 -5.92322 -0.025 0.040 -0.026 0.08
H 7.73166 6.44959 -4.87271 -0.087 0.049 -0.075 0.08
H 9.05481 6.57414 -6.06311 -0.057 0.017 -0.025 0.07
O -4.19905 -4.56015 6.24560 0.493 -0.009 0.401 -0.28
S -3.72666 -3.79089 7.35998 -0.381 0.256 0.125 0.58
O -2.38219 -3.28778 7.41237 -0.274 -0.325 -0.167 -0.28
O -4.02212 -4.61626 8.71527 -0.154 0.422 -0.201 -0.27
C -3.55164 -5.96417 8.79461 0.407 -0.654 0.052 -0.27
C -2.06548 -6.02705 9.09548 0.181 0.159 -0.165 -0.08
C -4.84631 -2.45727 7.65606 -0.004 -0.017 0.142 -0.12
H -3.79254 -6.50914 7.87841 -0.035 0.183 -0.051 0.12
H -4.10580 -6.43745 9.60658 -0.157 0.258 -0.033 0.12
H -1.47932 -5.64840 8.25722 -0.034 -0.029 0.021 0.07
H -1.75670 -7.05624 9.28769 -0.087 0.002 0.016 0.08
H -1.82181 -5.41373 9.96471 -0.058 -0.069 0.022 0.08
H -5.86059 -2.84887 7.67712 0.052 -0.019 -0.057 0.08
H -4.73369 -1.74570 6.83884 0.040 -0.148 -0.106 0.06
H -4.58919 -1.98699 8.60317 0.042 -0.057 -0.022 0.07
```
Positions in Å, forces in eV/Å.

Calculated values
HOMO level   -1.79 eV
Strongest force on any atom   4.57 eV Å⁻¹
Net charge   -1
Frontier orbital gap   3.196 eV


(6)
This record from the OMol25 dataset describes a 2-piece molecular cluster, F3HN2O2S overall at a distorted geometry. The level of theory is the ωB97M-V functional and the def2-TZVPD basis.

The geometry in XYZ format:
```
9
Properties=species:S:1:pos:R:3:forces:R:3:lowdin_charge:R:1
N 1.13049 0.12463 -1.15339 -0.052 0.855 -0.199 0.12
N -0.89340 1.81091 -3.38447 1.553 0.450 -0.596 -0.07
O -2.51395 -0.37610 -2.29012 -0.108 0.377 -0.363 -0.35
O -2.90277 2.02336 -1.72842 -1.101 0.892 0.119 -0.34
F 0.43040 -0.48320 -0.16373 0.413 -0.500 -0.243 -0.13
F -0.23153 0.90388 -4.14677 -0.423 -0.134 0.105 -0.02
F 0.12075 2.26404 -2.57568 -0.539 0.365 -0.484 -0.08
S -2.03277 0.93389 -1.95381 0.580 -1.767 1.104 0.81
H 1.73642 -0.58943 -1.58992 -0.323 -0.538 0.557 0.06
```
Positions in Å, forces in eV/Å.

Calculated values
HOMO level (alpha / beta)   -11.37 / -10.54 eV
Energy relative to the best compared isomer or geometry (same formula, charge and spin)   61.37 kcal/mol
Strongest force on any atom   2.16 eV Å⁻¹
Frontier orbital gap (alpha / beta)   8.412 / 9.423 eV


(7)
This record from the OMol25 dataset describes one molecule with the formula C5H8BrCl at a distorted geometry. The level of theory is the ωB97M-V functional and the def2-TZVPD basis.

The geometry in XYZ format:
```
15
Properties=species:S:1:pos:R:3:forces:R:3:lowdin_charge:R:1
C 0.26776 -2.11066 -1.16647 0.730 -0.500 0.617 -0.06
C 0.53607 -1.13512 -0.28608 -2.275 1.938 -0.409 -0.76
Cl 2.01530 -0.90310 0.50280 1.584 -0.744 0.033 0.73
C -0.40886 0.22235 0.13088 0.481 -2.589 -0.677 -0.74
C -0.04923 0.64440 1.58731 -1.866 -1.453 0.219 -0.20
C -0.19367 1.41083 -0.82703 0.235 0.472 3.352 -0.11
Br -2.36373 -0.46036 -0.01465 1.346 0.743 0.263 0.60
H 1.04065 -2.97972 -1.34097 -1.791 1.983 0.186 0.10
H -0.74843 -2.08233 -1.62144 1.065 -0.388 0.273 0.04
H -0.78368 1.25285 2.14111 0.157 0.357 -1.028 0.09
H 0.91831 1.07552 1.54219 0.676 0.705 0.228 0.03
H -0.00962 -0.22449 2.25084 0.285 -0.174 -0.316 0.07
H -0.03044 2.21256 -0.06544 -1.137 0.281 -1.022 0.09
H 0.74016 1.50494 -1.28212 1.779 -0.972 -1.018 0.06
H -0.93058 1.57232 -1.55094 -1.272 0.340 -0.701 0.05
```
Positions in Å, forces in eV/Å.

Calculated values
HOMO level   -9.58 eV
Energy relative to the best compared isomer or geometry (same formula, charge and spin)   12.97 kcal/mol
Strongest force on any atom   3.39 eV Å⁻¹
Frontier orbital gap   10.250 eV
SMILES   C=C(Cl)C(C)(C)Br


Number 1: energy -7481.6146 eV. Number 2: energy -26133.7694 eV. Number 3: energy -11659.3820 eV. Number 4: energy -7415.9049 eV. Number 5: energy -240932.5040 eV. Number 6: energy -26069.5896 eV. Number 7: energy -87877.9030 eV.